# 1
17
Properties=species:S:1:pos:R:3:forces:R:3:mulliken_charge:R:1 method="wB97M-V/def2-TZVPD" lumo_energy_ev=0.4306 de_lowest_ev=0.268 gap_ev=11.85 charge=0
C 2.581 -0.816 -0.146 0.1 -0.5 0.0 -0.614
O 1.426 -0.668 0.691 -0.4 0.4 -0.6 -0.201
P 0.901 0.800 0.938 0.9 0.0 1.9 0.856
O 1.324 1.354 2.205 -0.2 0.3 0.1 -0.647
O 1.257 1.707 -0.290 -0.1 -0.1 -0.3 -0.433
O -0.753 0.657 0.956 0.0 -0.4 -0.9 -0.249
S -1.449 0.430 -0.453 -0.7 0.4 -0.7 1.101
O -0.555 -0.255 -1.330 0.2 -0.5 0.1 -0.605
O -2.047 1.619 -0.935 -0.2 0.3 0.4 -0.553
C -2.854 -0.678 0.057 0.5 0.1 0.4 0.676
F -3.719 0.051 0.743 0.0 -0.2 -0.1 -0.200
F -2.382 -1.659 0.816 -0.2 0.0 -0.1 -0.202
F -3.423 -1.168 -1.027 0.0 0.0 0.0 -0.185
H 3.452 -0.344 0.285 0.1 0.3 0.2 0.334
H 2.404 -0.445 -1.145 -0.1 0.2 -0.2 0.290
H 2.769 -1.873 -0.224 0.0 -0.4 0.1 0.233
H 1.068 1.290 -1.141 0.0 0.1 -0.3 0.398

---

# 2
11
Properties=species:S:1:pos:R:3:forces:R:3:lowdin_spin:R:1 method="wB97M-V/def2-TZVPD" lumo_energy_ev="-5.1632 / -6.4620" gap_ev="7.25 / 5.99" charge=+1 spin_multiplicity=8
C 0.304 0.751 0.632 0.7 3.6 1.5 0.001
F 0.391 1.730 -0.284 0.7 -0.7 0.0 0.000
F 1.238 1.433 2.096 -1.1 -1.6 -2.4 0.014
Tb 2.036 -2.126 -0.188 -0.8 2.4 0.7 6.911
O 0.057 -0.476 0.082 0.8 -2.4 -1.1 0.054
H 1.852 0.288 0.378 0.4 -0.8 0.4 0.008
C -1.057 -0.618 -0.836 -1.0 0.2 0.4 0.009
H -1.124 0.218 -1.546 0.2 -0.3 0.4 0.000
H -0.881 -1.556 -1.373 0.0 0.1 0.0 0.003
H -1.958 -0.701 -0.220 0.0 0.0 -0.5 0.000
F -0.857 1.058 1.257 0.3 -0.6 0.4 0.000

---

# 3
10
Properties=species:S:1:pos:R:3:forces:R:3:mulliken_charge:R:1 method="wB97M-V/def2-TZVPD" lumo_energy_ev="-0.3065 / -0.3065" de_lowest_ev=4.269 gap_ev="8.37 / 8.37" charge=0
C 0.129 0.806 0.089 4.5 -1.1 4.4 -0.657
C 2.389 -0.037 -0.156 -3.2 -0.3 0.9 0.498
F 3.191 0.791 -0.786 0.4 0.0 0.0 -0.218
F 2.843 -0.297 1.104 0.0 0.2 -1.2 -0.223
F 2.341 -1.229 -0.841 0.2 1.2 0.7 -0.251
P -0.886 -0.604 0.055 -2.8 0.3 1.4 -0.011
H 0.221 1.300 -0.784 0.1 2.1 -2.6 0.449
H 0.443 1.310 1.073 -0.9 -0.5 -1.8 0.332
H -0.694 -1.158 1.362 0.4 0.1 -0.6 0.051
H 0.019 -1.199 -0.692 1.3 -2.0 -1.2 0.030

---

# 4
8
Properties=species:S:1:pos:R:3:forces:R:3:mulliken_charge:R:1 method="wB97M-V/def2-TZVPD" lumo_energy_ev="0.9851 / 1.0163" de_lowest_ev=3.145 gap_ev="8.17 / 8.19" charge=0
C -0.883 -0.157 -0.042 5.2 6.1 1.4 -0.542
C 1.663 0.511 0.090 -1.9 0.4 -0.5 -0.099
N 0.518 -0.220 -0.136 -0.8 -1.0 0.5 -0.134
F 2.759 -0.258 -0.009 0.6 -0.5 0.0 -0.247
H -1.143 0.883 0.234 -0.8 -1.1 -0.4 0.230
H -1.446 -0.936 -0.286 -2.0 -3.1 -0.9 0.313
H 1.885 1.549 -0.232 -0.8 -0.8 0.3 0.262
H 0.751 -1.211 -0.145 0.6 0.1 -0.3 0.217

---

# 5
9
Properties=species:S:1:pos:R:3:forces:R:3:mulliken_charge:R:1 method="wB97M-V/def2-TZVPD" lumo_energy_ev=0.7980 de_lowest_ev=4.307 gap_ev=10.99 charge=0
C 0.382 -0.143 1.278 -3.4 -3.1 3.9 0.127
C 0.022 0.309 -1.135 3.4 -1.5 0.1 -0.800
N -0.381 -0.144 0.170 -0.3 0.8 0.3 0.223
O 1.522 0.113 1.443 1.1 0.8 -0.6 -0.452
F -1.720 -0.453 0.388 0.7 0.2 -0.5 -0.199
H -0.376 -0.793 2.372 1.8 2.0 -3.2 0.208
H 1.053 0.903 -0.968 -2.4 -1.6 -0.5 0.276
H 0.121 -0.601 -1.776 0.9 0.4 0.5 0.270
H -0.623 0.810 -1.773 -1.8 1.9 0.0 0.347

---

# 6
10
Properties=species:S:1:pos:R:3:forces:R:3:mulliken_charge:R:1 method="wB97M-V/def2-TZVPD" lumo_energy_ev="-1.9239 / -1.6751" de_lowest_ev=7.299 gap_ev="9.03 / 8.75" charge=0
C -1.019 0.018 -0.506 -2.3 -0.8 -1.1 -0.809
C 0.267 -0.424 0.203 -3.2 -1.5 2.3 0.013
N 1.380 0.500 0.156 1.1 3.1 -0.7 0.945
O 1.153 1.717 0.059 -1.4 -1.3 0.4 -0.545
O 2.513 0.115 0.120 0.6 -1.8 0.3 -0.527
F 0.674 -1.721 0.086 -0.5 2.0 -0.3 -0.217
H -1.453 1.029 -0.134 1.4 -1.7 -0.8 0.320
H -1.911 -0.721 -0.280 2.1 1.1 -0.1 0.302
H -0.973 -0.051 -1.683 0.4 0.5 2.2 0.316
H -0.631 -0.463 1.977 1.7 0.3 -2.3 0.202

---

# 7
11
Properties=species:S:1:pos:R:3:forces:R:3:mulliken_charge:R:1 method="wB97M-V/def2-TZVPD" lumo_energy_ev=4.1648 de_lowest_ev=0.000 gap_ev=8.68 charge=-1
C 2.421 0.222 -0.040 1.5 -0.4 -0.1 0.645
C 1.033 -0.097 -0.018 1.3 1.7 -0.2 -0.164
O -1.593 0.565 -0.439 -1.2 -0.5 -0.4 -0.662
O 3.355 -0.522 -0.047 -0.2 0.5 0.0 -0.496
F 3.118 1.766 -0.087 -2.3 -1.6 0.1 -0.487
P 0.781 -1.871 -0.195 0.0 0.2 0.1 -0.140
P -0.274 1.070 -0.030 1.1 0.0 0.4 0.315
H -0.196 -2.037 0.799 -0.3 -0.2 0.3 -0.026
H -0.220 -1.830 -1.172 -0.3 -0.1 -0.4 -0.019
H 0.143 2.179 -0.764 0.3 0.3 -0.3 0.029
H -0.353 1.683 1.234 0.1 0.0 0.3 0.005

---

# 8
9
Properties=species:S:1:pos:R:3:forces:R:3:mulliken_charge:R:1 method="wB97M-V/def2-TZVPD" lumo_energy_ev=0.1651 de_lowest_ev=0.728 gap_ev=9.87 charge=0
H -0.628 -0.040 2.518 0.7 0.1 0.2 0.300
N -0.781 0.057 1.536 -1.5 -0.1 0.1 -0.515
C 0.012 -0.069 0.622 1.8 -0.1 1.1 0.027
I 2.209 -0.304 0.997 -0.4 0.0 -0.1 -0.066
C -0.359 0.014 -0.792 -5.4 0.2 -0.4 -0.053
O 0.511 -0.215 -1.806 0.8 -0.3 0.4 -0.376
H -0.886 0.986 -0.910 0.7 0.2 0.2 0.243
H -1.344 -0.601 -0.810 1.9 0.1 -0.4 0.254
H 1.265 0.173 -1.355 1.5 0.0 -1.0 0.186

---

# 9
9
Properties=species:S:1:pos:R:3:forces:R:3:mulliken_charge:R:1 method="wB97M-V/def2-TZVPD" lumo_energy_ev=0.2027 de_lowest_ev=2.052 gap_ev=8.55 charge=0 smiles="N=C=CO.I"
N 0.340 -1.492 -0.614 -1.9 -0.2 -1.0 -0.466
C 0.182 -0.919 0.467 1.2 0.0 -0.9 0.365
C 0.646 -0.338 1.550 -1.0 -0.3 2.1 -0.252
O 0.919 0.980 1.600 0.4 1.7 -1.0 -0.490
H -0.548 -1.561 -1.203 1.3 0.0 1.0 0.271
H 0.447 -0.778 2.527 0.2 -0.4 -0.2 0.228
H 1.230 1.351 2.433 -0.2 -0.8 0.0 0.347
I -1.966 1.515 -4.147 0.7 -0.3 1.6 -0.096
H -1.249 1.241 -2.613 -0.7 0.3 -1.6 0.095

---

# 10
10
Properties=species:S:1:pos:R:3:forces:R:3:mulliken_charge:R:1 method="wB97M-V/def2-TZVPD" lumo_energy_ev="-0.0057 / -1.7897" de_lowest_ev=5.259 gap_ev="9.75 / 5.93" charge=0
C -0.290 -0.131 0.327 -0.1 -0.1 0.1 -0.790
C 1.143 -0.075 -0.004 0.3 -0.2 -0.4 -0.616
N 1.241 -1.874 -2.718 0.3 -0.7 -0.2 0.720
O 0.600 -1.782 -3.726 0.4 0.0 0.7 -0.430
O 2.028 -2.690 -2.323 -0.9 0.6 -0.9 -0.330
I 2.459 -1.573 0.433 0.0 0.3 0.7 0.119
H -0.518 0.498 1.193 0.0 0.0 0.1 0.280
H -0.617 -1.145 0.550 -0.1 0.0 0.0 0.316
H -0.880 0.263 -0.503 -0.1 0.0 0.0 0.267
H 1.574 0.821 -0.417 0.2 0.1 0.0 0.466

---

Calculated total energy
In order: -42702.332 -34759.238 -19576.314 -6342.854 -8389.940 -10434.239 -27529.775 -13775.694 -13774.370 -15819.029
Unit: eV